#w
Entry from the Open Molecules 2025 dataset: a cluster of 8 separate species, C32H88N8O8 in total (ωB97M-V/def2-TZVPD).

Charge: 0
HOMO level, Eh: -0.3046
SMILES string: COC[C@H](C)N.COC[C@H](C)N.COC[C@H](C)N.COC[C@H](C)N.COC[C@H](C)N.COC[C@H](C)N.COC[C@H](C)N.COC[C@H](C)N
LUMO, eV: 0.417

Cartesian coordinates (Å):
C -11.6609 17.3408 -25.8491
C -11.8909 17.4708 -24.3715
C -10.8815 18.4077 -23.6853
O -11.1452 18.6758 -22.3215
C -10.2966 19.6522 -21.7768
N -13.2478 17.9840 -24.1738
H -10.6008 17.1543 -26.0764
H -11.7754 18.2554 -26.4381
H -12.2598 16.5211 -26.2381
H -11.7955 16.4774 -23.9211
H -10.8400 19.3680 -24.2256
H -9.8323 18.0823 -23.7879
H -10.3250 20.5946 -22.3464
H -9.2681 19.2886 -21.7164
H -10.6897 20.0155 -20.8240
H -13.4098 18.2012 -23.1929
H -13.2104 18.9148 -24.6181
C -14.3030 17.5479 -20.9233
C -14.2164 19.0179 -20.5113
C -13.2794 19.2913 -19.3452
O -13.2016 20.6787 -19.1368
C -12.6633 20.9894 -17.8624
N -13.7686 19.7588 -21.7210
H -14.5802 17.0379 -19.9885
H -13.3375 17.1240 -21.2093
H -15.0363 17.2743 -21.6767
H -15.2449 19.3857 -20.4455
H -12.2875 18.8496 -19.5151
H -13.6429 18.7620 -18.4516
H -12.4790 22.0496 -17.7169
H -11.7497 20.3990 -17.7336
H -13.3684 20.6559 -17.0926
H -12.7486 19.7871 -21.7726
H -13.9577 20.7380 -21.4991
C -14.0400 13.7227 -23.2977
C -12.5396 13.4612 -23.2488
C -11.9774 13.4338 -21.8394
O -12.2856 14.6440 -21.2122
C -11.9217 14.7662 -19.8536
N -12.1753 12.2457 -23.9997
H -14.2466 14.6542 -22.7607
H -14.6358 12.9727 -22.7683
H -14.4047 13.7850 -24.3220
H -12.0353 14.2498 -23.8140
H -10.8825 13.3553 -21.9108
H -12.3397 12.5576 -21.2802
H -10.9197 14.3718 -19.6486
H -12.6084 14.0933 -19.3278
H -11.9746 15.8096 -19.5616
H -12.6747 12.2536 -24.8804
H -12.4844 11.4033 -23.5233
C -11.2879 19.8585 -14.6313
C -11.0594 20.0883 -13.1626
C -11.5020 19.0009 -12.1961
O -12.8888 18.7590 -12.1885
C -13.3147 17.9021 -11.1646
N -9.6364 20.4396 -12.9493
H -12.3486 19.9326 -14.8781
H -10.8271 18.9844 -15.0981
H -10.8367 20.6945 -15.1753
H -11.6649 20.9517 -12.8571
H -11.1858 19.2003 -11.1618
H -10.9661 18.0656 -12.4408
H -12.7665 16.9546 -11.1947
H -14.3695 17.6253 -11.1761
H -13.1904 18.3498 -10.1708
H -9.1372 19.6456 -13.3573
H -9.4507 20.3419 -11.9510
C -16.6364 16.5475 -25.7403
C -16.6801 18.0472 -25.8395
C -16.9994 18.7369 -24.5191
O -17.1545 20.1228 -24.7335
C -17.1174 20.8671 -23.5362
N -15.3414 18.4752 -26.2751
H -15.8156 16.2088 -25.1035
H -16.5290 16.0715 -26.7167
H -17.5374 16.0604 -25.3502
H -17.3793 18.4024 -26.6013
H -16.2345 18.5169 -23.7629
H -17.9293 18.3197 -24.0905
H -17.3710 21.8802 -23.8575
H -16.2052 20.8900 -22.9340
H -17.9350 20.5409 -22.8789
H -15.2312 19.4805 -26.3171
H -14.6720 18.1557 -25.5607
C -14.8859 21.3392 -13.3579
C -16.1861 20.5560 -13.5018
C -16.2549 19.8223 -14.8468
O -16.0461 20.7427 -15.9071
C -16.1465 20.0643 -17.1392
N -16.2520 19.5563 -12.4440
H -14.6594 21.9798 -14.2132
H -14.0840 20.6597 -13.0718
H -14.9788 22.0702 -12.5464
H -17.0151 21.2633 -13.4620
H -17.2250 19.3385 -15.0006
H -15.4850 19.0397 -14.8704
H -17.1727 19.7400 -17.3402
H -15.5723 19.1297 -17.1688
H -15.7640 20.6761 -17.9534
H -16.3387 20.0154 -11.5379
H -15.3304 19.1463 -12.3040
C -8.6047 15.2716 -23.4836
C -7.9483 16.0199 -22.3423
C -8.7512 16.0407 -21.0475
O -8.1422 16.9149 -20.1080
C -8.8826 17.0952 -18.9341
N -6.7334 15.2477 -21.9442
H -7.9086 15.2531 -24.3183
H -9.5095 15.8197 -23.7641
H -8.9559 14.3093 -23.1118
H -7.6451 17.0175 -22.6795
H -8.8771 15.0447 -20.6158
H -9.7534 16.4553 -21.2378
H -8.2990 17.7712 -18.3098
H -9.0249 16.1518 -18.3936
H -9.8609 17.5539 -19.1275
H -6.3201 15.6500 -21.1114
H -6.0717 15.3155 -22.7114
C -13.2906 22.5126 -26.6752
C -12.7590 22.3023 -25.2577
C -13.3163 23.3804 -24.3143
O -12.9213 23.0574 -22.9960
C -13.5592 23.8659 -22.0320
N -13.2153 20.9641 -24.8787
H -14.3706 22.3629 -26.7344
H -12.7953 21.8334 -27.3721
H -13.0785 23.4836 -27.1379
H -11.6660 22.2884 -25.3065
H -14.4126 23.3710 -24.3884
H -12.9542 24.3772 -24.5952
H -13.2833 23.4341 -21.0701
H -14.6489 23.9326 -22.1170
H -13.1922 24.8995 -22.0477
H -13.1592 20.9651 -23.8585
H -14.2223 20.9326 -25.0465

Results of the Löwdin charge analysis, in e, for atoms 1 through 4: -0.061, -0.415, -0.194, -0.224

***

#x
Entry from the Open Molecules 2025 dataset: a cluster of 8 separate species, C32H88N8O8 in total (ωB97M-V/def2-TZVPD).

Charge: 0
HOMO level, Eh: -0.3340
SMILES string: COC[C@H](C)N.COC[C@H](C)N.COC[C@H](C)N.COC[C@H](C)N.COC[C@H](C)N.COC[C@H](C)N.COC[C@H](C)N.COC[C@H](C)N
LUMO, eV: 0.556

Cartesian coordinates (Å):
C -0.3275 14.5327 -4.1602
C 0.2589 13.0897 -4.2402
C -0.3490 12.1545 -3.1864
O 0.5102 11.0222 -3.0489
C 0.2915 10.2470 -1.9142
N -0.0700 12.6528 -5.5548
H 0.2123 15.1386 -4.8880
H -0.1514 14.9482 -3.1680
H -1.3906 14.5321 -4.4008
H 1.3373 13.2053 -4.1321
H -1.3507 11.8074 -3.4400
H -0.4440 12.7827 -2.3008
H 0.8377 9.3114 -2.0341
H -0.7356 9.9020 -1.7955
H 0.5640 10.7470 -0.9848
H 0.1862 13.3154 -6.2728
H 0.3517 11.7527 -5.7339
C 1.4379 0.5623 -9.4780
C -0.0612 0.3212 -9.0990
C -0.7719 1.6212 -8.6398
O -0.1729 2.2561 -7.5186
C -0.6247 3.5829 -7.1167
N -0.7578 -0.1930 -10.2746
H 1.5528 1.1245 -10.4048
H 2.0467 -0.3410 -9.5143
H 1.9806 1.1656 -8.7503
H -0.1973 -0.4118 -8.3038
H -1.8052 1.3415 -8.4343
H -0.8000 2.2807 -9.5072
H -0.0746 3.8606 -6.2176
H -1.6646 3.7766 -6.8538
H -0.3295 4.3021 -7.8807
H -0.5642 0.3488 -11.1047
H -0.3201 -1.0547 -10.5680
C -6.6352 5.4634 8.3011
C -6.1463 5.5785 9.7387
C -4.6979 6.0559 9.9145
O -3.7210 5.4340 9.0837
C -3.4613 4.1012 9.3577
N -6.9795 6.5252 10.4781
H -7.7127 5.2988 8.3049
H -6.1090 4.6761 7.7612
H -6.4718 6.4354 7.8357
H -6.2529 4.5739 10.1480
H -4.3728 5.8019 10.9234
H -4.5435 7.1295 9.8060
H -3.2955 3.8932 10.4147
H -2.5001 3.9478 8.8671
H -4.2005 3.4607 8.8767
H -7.8953 6.1059 10.4026
H -6.8422 6.5378 11.4786
C 1.8909 0.5659 0.0647
C 0.8914 -0.2665 -0.7857
C -0.5335 0.3311 -0.6597
O -0.8704 0.3362 0.7243
C -1.8144 1.3222 1.1469
N 1.3508 -0.3901 -2.1839
H 1.5086 0.7508 1.0686
H 2.1147 1.5493 -0.3489
H 2.8448 0.0450 0.1476
H 0.9514 -1.2503 -0.3201
H -1.2657 -0.2098 -1.2591
H -0.5885 1.3015 -1.1531
H -1.6166 2.3164 0.7462
H -1.8805 1.2728 2.2338
H -2.7956 1.1085 0.7229
H 0.8001 -1.1500 -2.5574
H 1.0501 0.4722 -2.6154
C 2.6265 -8.3741 -2.1467
C 2.8366 -9.5194 -3.1120
C 3.2647 -9.1026 -4.5233
O 2.2187 -8.3854 -5.0403
C 2.2127 -8.3049 -6.4460
N 3.8698 -10.4183 -2.5386
H 2.2272 -8.6672 -1.1758
H 1.9748 -7.6119 -2.5737
H 3.5426 -7.8374 -1.9000
H 1.9080 -10.0774 -3.2316
H 3.5748 -9.9830 -5.0863
H 4.1559 -8.4924 -4.3767
H 2.4074 -9.2890 -6.8723
H 2.9778 -7.6051 -6.7822
H 1.2446 -8.0078 -6.8494
H 3.9516 -11.2476 -3.1093
H 4.7976 -10.0885 -2.7635
C -2.3736 -9.1553 5.2222
C -3.1033 -7.8184 5.6127
C -2.2537 -6.5905 5.1158
O -1.0039 -6.6529 5.8793
C -0.1291 -5.5200 5.6240
N -4.4068 -7.7720 5.0732
H -1.3346 -9.1201 5.5500
H -2.3470 -9.1659 4.1326
H -2.8688 -10.0777 5.5253
H -3.1140 -7.5474 6.6684
H -2.7512 -5.6525 5.3624
H -2.1243 -6.6408 4.0347
H 0.6969 -5.8126 6.2722
H -0.5658 -4.5786 5.9573
H 0.1976 -5.4656 4.5856
H -4.8386 -6.8995 5.3422
H -4.3417 -7.7453 4.0656
C 10.3338 5.1844 6.5521
C 10.4298 5.0321 5.0512
C 9.0161 4.8588 4.3626
O 8.1716 5.9797 4.6868
C 6.9405 5.9382 4.0198
N 11.2176 6.0711 4.4386
H 11.3080 5.0665 7.0266
H 9.7231 4.3858 6.9733
H 9.8937 6.1586 6.7648
H 10.9518 4.0782 4.9758
H 8.5491 3.9138 4.6400
H 9.1212 4.8309 3.2780
H 7.0266 6.2824 2.9892
H 6.3162 6.6625 4.5430
H 6.4875 4.9468 4.0238
H 10.5371 6.8054 4.5721
H 11.9263 6.2808 5.1270
C -4.7842 -6.6824 -2.5990
C -5.2798 -8.1281 -2.7536
C -4.1724 -9.1748 -3.0586
O -4.8106 -10.3172 -3.6201
C -3.9795 -11.2869 -4.2448
N -5.8371 -8.4728 -1.4827
H -4.4857 -6.3409 -3.5901
H -3.8675 -6.6291 -2.0117
H -5.5409 -6.0612 -2.1199
H -6.0970 -8.2750 -3.4598
H -3.6423 -9.5158 -2.1693
H -3.4655 -8.7834 -3.7902
H -3.4100 -10.8469 -5.0635
H -4.4784 -12.1875 -4.6026
H -3.3235 -11.7799 -3.5274
H -5.9378 -9.4719 -1.5911
H -6.7727 -8.1046 -1.5788

Results of the Löwdin charge analysis, in e, for atoms 1 through 4: -0.065, -0.449, -0.188, -0.182

***

Energy comparison, zero being the most stable, in hartree: #w 0.0000; #x 0.1092.

***

#w
Entry from the Open Molecules 2025 dataset: a cluster of 2 separate species, C2H2F3P in total (ωB97M-V/def2-TZVPD).

Charge: 0
HOMO level (spin up / spin down), Eh: -0.3336 / -0.3340
LUMO (spin up / spin down), eV: -1.665 / -1.686

Cartesian coordinates (Å):
C -1.8960 0.1551 0.5792
C -2.6654 -0.8072 0.1334
F -2.1272 1.4145 0.4127
F -3.8420 -0.6712 -0.4273
F -2.2615 -2.0896 0.1167
P 1.9205 -1.3574 -0.1603
H -0.8393 0.0350 1.0205
H 2.5615 -2.3929 -1.1081

Results of the Löwdin charge analysis, in e, for atoms 1 through 4: -0.140, -0.364, 0.070, 0.155

***

#x
Entry from the Open Molecules 2025 dataset: a cluster of 2 separate species, C2H2F3P in total (ωB97M-V/def2-TZVPD).

Charge: 0
HOMO level, Eh: -0.3025
LUMO, eV: -2.367

Cartesian coordinates (Å):
C -0.8495 0.3269 -0.6421
C -1.4215 -0.1234 0.4447
F -0.2996 1.5249 -0.7576
F -1.5156 0.4358 1.6476
F -1.8181 -1.4931 0.4899
P 4.0019 -0.2052 0.0350
H -0.7270 -0.2535 -1.5891
H 2.6293 -0.2126 0.3715

Results of the Löwdin charge analysis, in e, for atoms 1 through 4: -0.104, -0.271, 0.046, 0.136

***

#y
Entry from the Open Molecules 2025 dataset: a cluster of 2 separate species, C2H2F3P in total (ωB97M-V/def2-TZVPD).

Charge: 0
HOMO level (spin up / spin down), Eh: -0.3207 / -0.3296
LUMO (spin up / spin down), eV: 0.280 / 0.106

Cartesian coordinates (Å):
C 0.8737 -0.0579 0.6187
C 0.1704 -1.5213 -1.3339
F 1.5172 -0.7711 1.4617
F -0.2362 -2.5430 -0.5308
F 1.2538 -2.0085 -1.9789
P 0.1319 1.3467 0.2476
H -0.6295 -1.1125 -1.8146
H 0.7635 1.9061 1.3749

Results of the Löwdin charge analysis, in e, for atoms 1 through 4: -0.607, -0.197, 0.056, -0.002

***

Energy comparison, zero being the most stable, in hartree: #w 0.0000; #x 0.0267; #y 0.0326.

***

#w
Entry from the Open Molecules 2025 dataset: a cluster of 2 separate species, C4H12N2O in total (ωB97M-V/def2-TZVPD).

Charge: +2
HOMO level, Eh: -0.5815
LUMO, eV: -11.851

Cartesian coordinates (Å):
C -3.5318 0.4250 -0.6880
C 6.0363 -0.1773 -0.4799
C 0.0675 0.0829 0.8455
C -1.3170 0.7164 0.4504
N 0.9306 -0.3930 -0.2051
N -2.2677 -0.1843 -0.2108
O 2.1032 -0.3906 -0.1415
H -3.3578 0.8120 -1.6866
H -4.2808 -0.3565 -0.7758
H -3.8815 1.2204 -0.0707
H 6.4841 -0.1495 0.5423
H 5.4398 0.4053 -1.1785
H 6.5427 -1.0933 -0.9050
H -0.2458 -0.6901 1.5144
H 0.3800 0.7369 1.6082
H -1.8022 1.1637 1.2746
H -1.0324 1.6161 -0.1075
H -2.6545 -0.7576 0.4628
H -1.7825 -0.7542 -0.8380

Results of the Löwdin charge analysis, in e, for atoms 1 through 4: 0.039, 0.639, -0.145, -0.100

***

#x
Entry from the Open Molecules 2025 dataset: the ion C4H12N2O with charge +2 (ωB97M-V/def2-TZVPD).

Charge: +2
HOMO level, Eh: -0.6721
SMILES string: [NH3+]CC[C@@H]([NH3+])C=O
LUMO, eV: -7.410

Cartesian coordinates (Å):
O -1.0900 0.2574 -2.1080
C -0.3671 -0.6789 -1.9398
C 0.6363 -0.6428 -0.7771
C 0.2817 0.0250 0.5517
C -0.4241 1.4230 0.4229
N -1.2154 1.7568 1.6478
N 1.1847 -2.0498 -0.4776
H -0.3399 -1.5280 -2.6536
H 1.5042 -0.1505 -1.2444
H 1.2089 0.2123 1.0652
H -0.3052 -0.6274 1.1996
H -1.1115 1.3872 -0.4110
H 0.3268 2.1915 0.2536
H -0.6376 1.8621 2.4811
H -1.9437 1.0566 1.8002
H -1.7475 2.6134 1.4452
H 1.9223 -1.9301 0.2152
H 1.6496 -2.4624 -1.2948
H 0.4672 -2.7154 -0.1763

Results of the Löwdin charge analysis, in e, for atoms 1 through 4: 0.122, -0.157, -0.207, -0.095

***

#y
Entry from the Open Molecules 2025 dataset: the ion C4H12N2O with charge +2 (ωB97M-V/def2-TZVPD).

Charge: +2
HOMO level, Eh: -0.6774
SMILES string: [NH3+]CC[C@@H]([NH3+])C=O
LUMO, eV: -7.514

Cartesian coordinates (Å):
O 1.3970 -1.7870 1.1167
C 1.7172 -0.9737 0.3044
C 1.1117 0.4550 0.3027
C -0.4207 0.3191 0.1522
C -0.7924 -0.3551 -1.1603
N -2.3140 -0.4329 -1.3102
N 1.4190 1.0428 1.6452
H 2.5142 -1.1971 -0.4287
H 1.5857 0.9734 -0.5285
H -0.8782 1.3137 0.1962
H -0.7782 -0.3005 0.9794
H -0.4749 -1.3750 -1.2548
H -0.4170 0.1593 -2.0365
H -2.6486 -1.3056 -0.8905
H -2.5971 -0.4203 -2.2933
H -2.7474 0.3374 -0.8064
H 0.7323 1.7726 1.8709
H 2.3480 1.4500 1.7729
H 1.2435 0.3241 2.3685

Results of the Löwdin charge analysis, in e, for atoms 1 through 4: 0.143, -0.190, -0.222, -0.125

***

Energy comparison, zero being the most stable, in hartree: #w 0.2511; #x 0.0042; #y 0.0000.